The following is a quantum chemistry calculation of a cluster of 11 separate species, C29H80O11 in total in a non-equilibrium geometry, from OMol25.

Output
spin multiplicity = 1
HOMO energy = -9.0 eV
energy = -1980.05901 a.u.
charge = 0
LUMO = -0.0059 eV
SMILES string = CC(C)O.CC(C)O.CC(C)O.CC(C)O.CC(C)O.CC(C)O.CC(C)O.CC(C)O.CC(C)O.CO.CO
ΔE to the lowest compared entry with this formula, charge and spin = 1234.1 kJ/mol

Each line ends with the Löwdin charge.
CARTESIAN COORDINATES (ANGSTROEM)
C -2.99317 -4.20517 4.18977  -0.02
C -2.95858 -3.38606 2.93422  -0.68
C -4.35987 -3.15370 2.40265  -0.04
O -2.49399 -2.24712 2.89181  -0.01
H -3.33474 -3.59866 5.10517  0.12
H -1.98798 -4.55535 4.34797  0.06
H -3.68789 -5.02327 3.95509  0.09
H -2.48915 -3.98650 2.20048  0.11
H -4.80409 -2.36908 3.01337  0.09
H -5.05153 -4.03589 2.45529  0.10
H -4.41018 -2.80499 1.38415  0.05
H -2.48144 -1.92862 1.95246  0.09
C -4.65353 -0.70864 -0.47312  -0.03
C -3.38672 -0.35161 0.16281  -0.68
C -3.69648 0.24807 1.50276  -0.01
O -2.64926 -1.28999 0.43942  -0.04
H -4.40603 -1.36280 -1.36577  0.10
H -5.27757 0.17727 -0.79791  0.12
H -5.28651 -1.28702 0.19100  0.08
H -2.88402 0.33935 -0.49878  0.14
H -4.45738 1.02834 1.33628  0.10
H -2.85742 0.66933 2.06891  0.08
H -4.16170 -0.45784 2.23271  0.09
H -2.58410 -1.85675 -0.35870  0.11
C 0.83236 -2.51283 5.05655  -0.03
C 0.80036 -1.80236 3.71742  -0.67
C 0.71983 -2.85959 2.56838  -0.02
O -0.08411 -0.98453 3.64086  0.06
H 0.72379 -1.91747 5.98897  0.09
H 1.85983 -2.96284 5.16797  0.10
H 0.07698 -3.23859 4.98156  0.04
H 1.76192 -1.28643 3.70961  0.13
H -0.20735 -3.39481 2.63160  0.06
H 1.50989 -3.58182 2.44526  0.07
H 0.69061 -2.21351 1.70263  0.04
H -0.91121 -1.41086 3.69117  0.07
C -0.36904 1.88923 -5.10475  -0.01
C -1.29605 1.17562 -4.06942  -0.65
C -0.85103 -0.20846 -3.69004  -0.05
O -1.54507 1.77666 -3.02632  0.03
H -0.16168 1.25899 -5.94390  0.07
H 0.57649 2.09245 -4.57082  0.06
H -0.86086 2.82842 -5.49222  0.10
H -2.20543 1.07875 -4.64878  0.13
H -0.86618 -0.87644 -4.52226  0.08
H -1.52678 -0.62958 -2.99057  0.06
H 0.13704 -0.17297 -3.28261  0.06
H -2.47043 1.72459 -2.80010  0.13
C -0.26800 -3.19085 -2.80349  -0.03
C -1.43033 -3.66834 -1.93969  -0.60
C -0.92751 -3.60711 -0.48012  -0.02
O -2.38605 -2.88399 -1.98935  -0.01
H 0.56967 -3.79665 -2.71084  0.06
H 0.14327 -2.23167 -2.48910  0.05
H -0.58596 -3.06959 -3.82743  0.08
H -1.68655 -4.69048 -2.17829  0.15
H -1.67088 -3.94898 0.20401  0.07
H -0.62249 -2.55440 -0.18945  0.08
H -0.03205 -4.17485 -0.38611  0.08
H -2.83763 -3.01694 -2.87034  0.17
C 0.72405 3.55516 -1.26058  -0.03
C 0.75294 5.06280 -1.09555  -0.61
C 2.19827 5.62113 -0.96857  -0.03
O 0.10838 5.69323 -1.98068  0.05
H 1.54782 3.15856 -0.71717  0.03
H 0.72019 3.25410 -2.36419  0.10
H -0.21826 3.33119 -0.73001  0.09
H 0.37223 5.36983 -0.12899  0.13
H 2.62784 5.90017 -1.93736  0.08
H 2.83271 4.85915 -0.50707  0.06
H 2.27265 6.48646 -0.37128  0.06
H 0.45475 5.41739 -2.79619  0.09
C 3.18431 0.96848 -2.77997  -0.01
C 3.80688 2.31320 -3.16845  -0.57
C 3.91906 2.45472 -4.70812  -0.03
O 3.42375 3.42645 -2.67707  0.00
H 3.70493 0.22528 -3.24920  0.06
H 2.18007 0.87303 -3.19230  0.07
H 3.21285 0.83982 -1.74280  0.03
H 4.84274 2.34335 -2.81718  0.14
H 4.35494 1.63229 -5.26074  0.08
H 4.61662 3.21093 -4.88106  0.05
H 2.96248 2.79541 -5.11907  0.08
H 4.14042 3.72248 -2.11794  0.11
C -2.15999 3.75554 3.66105  -0.05
C -0.86917 3.80964 2.92742  -0.66
C -0.51018 2.41815 2.45052  -0.03
O -0.94564 4.60787 1.99473  0.06
H -2.97715 3.48212 2.96217  0.09
H -2.41072 4.65983 4.24308  0.09
H -2.11286 3.02231 4.42397  0.07
H -0.08176 4.07090 3.62684  0.15
H -0.34688 1.78670 3.31665  0.10
H 0.35717 2.34137 1.94905  0.03
H -1.32143 2.00986 1.95417  0.04
H -1.60417 4.30827 1.40248  0.10
C 3.75223 -2.22601 1.31552  -0.03
C 3.80351 -2.61822 -0.14620  -0.65
C 2.53384 -2.12250 -0.86024  -0.02
O 4.75414 -2.15710 -0.74489  0.03
H 2.87591 -1.64575 1.69622  0.06
H 4.66714 -1.73100 1.63741  0.09
H 3.66580 -3.10469 1.97427  0.08
H 3.99601 -3.65166 -0.23581  0.13
H 1.62743 -2.42247 -0.32204  0.06
H 2.40318 -2.40066 -1.91120  0.09
H 2.54461 -1.06486 -0.75727  0.03
H 5.03412 -1.26262 -0.45045  0.14
C 0.20604 0.17219 -0.58955  -0.14
O -0.07653 -0.04973 0.74486  -0.11
H 0.93831 0.94785 -0.85074  0.08
H -0.76129 0.43037 -1.01799  0.07
H 0.58865 -0.66425 -1.07341  0.02
H -0.91905 -0.52029 0.81849  0.06
C 3.18859 1.26989 1.17247  -0.15
O 2.23491 0.78554 2.08008  -0.11
H 4.02617 1.49309 1.81007  0.08
H 2.86561 2.10631 0.56521  0.06
H 3.54045 0.44489 0.45000  0.07
H 1.50432 0.41344 1.58257  0.02